Record 1
DFT (wB97M-V/def2-TZVPD) results for a structure of composition C30H27CoN7O4 at a distorted geometry.

Last column: Löwdin charge in e.
Element x y z (Å)
Co (0.146, 0.032, 0.287)  0.61
C (0.402, -3.012, 1.197)  -0.13
N (-0.772, -2.227, 0.859)  -0.19
C (-1.479, -2.680, -0.324)  -0.12
C (-0.631, -2.605, -1.567)  -0.27
C (-1.111, -3.084, -2.782)  -0.01
C (-0.291, -3.021, -3.895)  -0.06
C (0.989, -2.505, -3.752)  -0.05
C (1.378, -2.062, -2.498)  -0.11
N (0.585, -2.096, -1.439)  0.10
C (-1.645, -2.079, 2.014)  -0.12
C (-2.175, -0.679, 2.182)  -0.24
C (-2.930, -0.350, 3.301)  -0.02
C (-3.378, 0.951, 3.451)  -0.05
C (-3.083, 1.871, 2.455)  -0.04
C (-2.347, 1.449, 1.362)  -0.10
N (-1.874, 0.209, 1.242)  0.09
C (1.442, -2.135, 1.843)  -0.23
C (2.584, -2.688, 2.404)  -0.01
C (3.509, -1.863, 3.022)  -0.04
C (3.235, -0.504, 3.089)  -0.04
C (2.071, -0.035, 2.514)  -0.10
N (1.201, -0.821, 1.877)  0.09
H (0.836, -3.431, 0.289)  0.12
H (0.164, -3.850, 1.874)  0.14
H (-2.338, -2.019, -0.464)  0.14
H (-1.849, -3.717, -0.209)  0.14
H (-2.107, -3.495, -2.843)  0.11
H (-0.641, -3.376, -4.854)  0.11
H (1.668, -2.456, -4.591)  0.10
H (2.373, -1.676, -2.325)  0.11
H (-1.077, -2.319, 2.917)  0.13
H (-2.492, -2.781, 1.966)  0.14
H (-3.151, -1.103, 4.044)  0.11
H (-3.945, 1.241, 4.324)  0.11
H (-3.418, 2.894, 2.526)  0.11
H (-2.119, 2.121, 0.548)  0.11
H (2.733, -3.754, 2.349)  0.12
H (4.407, -2.274, 3.456)  0.11
H (3.907, 0.183, 3.575)  0.11
H (1.808, 1.011, 2.574)  0.10
C (-3.528, 3.177, -4.518)  -0.09
O (-2.184, 3.251, -4.928)  -0.07
C (-1.242, 2.612, -4.185)  -0.27
C (0.097, 2.836, -4.569)  -0.01
C (1.108, 2.277, -3.845)  -0.03
C (0.879, 1.474, -2.706)  -0.11
C (1.965, 1.022, -1.890)  -0.39
C (3.378, 1.425, -2.269)  -0.01
O (1.856, 0.318, -0.869)  -0.04
C (-0.482, 1.188, -2.345)  -0.32
O (-0.845, 0.438, -1.379)  -0.08
C (-1.510, 1.783, -3.126)  0.05
H (-4.077, 3.833, -5.192)  0.09
H (-3.654, 3.529, -3.488)  0.10
H (-3.923, 2.159, -4.604)  0.09
H (0.289, 3.469, -5.421)  0.11
H (2.122, 2.459, -4.158)  0.11
H (3.472, 2.505, -2.369)  0.08
H (3.660, 0.958, -3.210)  0.09
H (4.051, 1.083, -1.485)  0.08
H (-2.519, 1.537, -2.835)  0.11
O (0.331, 1.797, 0.912)  -0.23
N (0.588, 2.840, 0.209)  0.03
C (1.807, 3.332, 0.081)  -0.32
C (1.993, 4.475, -0.714)  -0.20
N (2.209, 5.397, -1.366)  0.16
C (2.960, 2.802, 0.690)  -0.19
N (3.870, 2.344, 1.227)  0.19

Values from the calculation:
orbital gap (spin up / spin down) = 7.65 / 7.79 eV
2S+1 = 2
HOMO energy (spin up / spin down) = -7.39 / -7.42 eV
expectation value of S² = 0.759
energy above the lowest of the compared OMol25 structures with the same formula, charge and spin = 69.0 kJ/mol

=====

Record 2
DFT (wB97M-V/def2-TZVPD) results for a structure of composition C30H27N5OsPS5.

Last column: Löwdin charge in e.
Element x y z (Å)
Os (0.258, -0.506, 0.902)  0.97
N (2.699, 1.158, 2.857)  0.14
C (2.692, -0.184, 2.905)  -0.66
N (1.836, -0.945, 2.249)  -0.12
C (2.047, -2.296, 2.508)  -0.32
C (3.085, -2.558, 3.324)  -0.28
S (3.831, -1.089, 3.830)  1.18
C (1.066, -3.160, 1.881)  -0.30
C (0.862, -4.476, 1.936)  -0.27
S (-0.538, -4.951, 1.018)  1.18
C (-0.831, -3.320, 0.578)  -0.62
N (0.116, -2.453, 1.082)  -0.14
N (-1.846, -2.957, -0.167)  0.16
H (1.931, 1.659, 2.442)  0.08
H (3.366, 1.693, 3.388)  0.13
H (3.449, -3.508, 3.678)  0.10
H (1.430, -5.219, 2.473)  0.11
H (-2.507, -3.642, -0.503)  0.14
H (-2.010, -1.974, -0.385)  -0.01
S (-1.485, 0.192, -0.645)  0.34
P (-2.540, 0.917, 0.961)  0.38
S (-0.918, 0.694, 2.321)  0.41
C (-3.858, -0.145, 1.518)  -0.41
C (-3.745, -0.997, 2.618)  -0.10
C (-4.825, -1.784, 2.984)  -0.05
C (-6.005, -1.729, 2.253)  -0.02
C (-6.117, -0.882, 1.156)  -0.03
C (-5.051, -0.081, 0.788)  -0.07
C (-3.125, 2.565, 0.740)  -0.41
C (-2.836, 3.284, -0.423)  -0.08
C (-3.339, 4.566, -0.564)  -0.04
C (-4.102, 5.129, 0.451)  -0.02
C (-4.382, 4.415, 1.613)  -0.03
C (-3.906, 3.127, 1.758)  -0.07
H (-2.835, -1.036, 3.203)  0.07
H (-4.753, -2.430, 3.849)  0.12
H (-6.849, -2.338, 2.548)  0.13
H (-7.042, -0.835, 0.598)  0.13
H (-5.150, 0.598, -0.051)  0.12
H (-2.237, 2.844, -1.211)  0.08
H (-3.141, 5.127, -1.467)  0.12
H (-4.491, 6.132, 0.335)  0.13
H (-4.982, 4.861, 2.394)  0.13
H (-4.152, 2.559, 2.648)  0.12
N (1.596, 0.123, -0.332)  -0.49
S (1.804, -0.493, -1.863)  1.12
C (1.876, 0.879, -2.989)  -0.42
C (1.603, 2.167, -2.558)  -0.08
C (1.643, 3.194, -3.491)  -0.04
C (1.940, 2.918, -4.818)  -0.03
C (2.201, 1.615, -5.229)  -0.03
C (2.168, 0.576, -4.314)  -0.06
C (3.457, -1.111, -1.822)  -0.42
C (3.604, -2.493, -1.770)  -0.08
C (4.887, -3.019, -1.730)  -0.04
C (5.983, -2.167, -1.737)  -0.02
C (5.816, -0.786, -1.791)  -0.03
C (4.544, -0.243, -1.840)  -0.06
H (2.385, 0.670, 0.006)  0.05
H (1.368, 2.370, -1.523)  0.10
H (1.445, 4.210, -3.179)  0.12
H (1.970, 3.722, -5.540)  0.13
H (2.432, 1.407, -6.264)  0.13
H (2.377, -0.439, -4.629)  0.13
H (2.738, -3.143, -1.787)  0.11
H (5.031, -4.091, -1.712)  0.12
H (6.982, -2.582, -1.718)  0.13
H (6.680, -0.136, -1.814)  0.13
H (4.403, 0.828, -1.926)  0.12

Values from the calculation:
orbital gap = 6.30 eV
net charge = +3
2S+1 = 1
HOMO energy = -16.23 eV
energy above the lowest of the compared OMol25 structures with the same formula, charge and spin = 12.7 kJ/mol

=====

Record 3
DFT (wB97M-V/def2-TZVPD) results for a structure of composition C30H27NO8PPdS at a distorted geometry.

Last column: Löwdin charge in e.
Element x y z (Å)
Pd (0.371, -0.329, 0.657)  0.97
O (-5.852, 0.327, 1.399)  0.13
C (-4.534, 0.192, 1.293)  -0.26
C (-3.634, 0.622, 2.277)  0.10
C (-2.292, 0.430, 2.061)  -0.15
N (-1.826, -0.166, 0.971)  0.09
C (-2.673, -0.574, 0.028)  -0.14
C (-4.028, -0.415, 0.136)  0.11
C (-2.001, -1.248, -1.177)  -0.54
O (-2.667, -1.569, -2.127)  0.15
O (-0.734, -1.417, -0.989)  -0.01
C (-1.214, 0.882, 3.040)  -0.56
O (-1.519, 1.251, 4.150)  0.12
O (-0.029, 0.807, 2.536)  -0.10
H (-6.107, 0.768, 2.217)  0.13
H (-3.949, 1.103, 3.194)  0.14
H (-4.690, -0.751, -0.650)  0.15
O (0.719, 2.735, -2.477)  0.15
C (1.387, 1.778, -2.198)  -0.52
O (1.183, 1.016, -1.124)  -0.20
C (2.570, 1.299, -2.977)  -0.13
C (3.060, 1.953, -4.093)  0.02
C (4.168, 1.426, -4.742)  -0.03
C (4.797, 0.285, -4.256)  -0.04
C (4.304, -0.371, -3.137)  -0.05
C (3.175, 0.139, -2.507)  -0.23
P (2.395, -0.579, -1.041)  1.02
C (3.059, -2.314, -1.012)  -0.32
C (3.862, -2.822, 0.000)  -0.10
C (4.367, -4.109, -0.125)  -0.06
C (4.044, -4.887, -1.229)  -0.06
C (3.211, -4.385, -2.220)  -0.06
C (2.699, -3.104, -2.102)  -0.09
C (3.659, 1.298, 0.468)  -0.29
C (4.937, 1.643, 0.066)  -0.01
C (5.412, 2.914, 0.355)  -0.06
C (4.617, 3.822, 1.036)  -0.07
C (3.337, 3.463, 1.431)  -0.05
C (2.852, 2.198, 1.143)  -0.02
H (2.569, 2.853, -4.435)  0.13
H (4.546, 1.907, -5.634)  0.12
H (5.675, -0.103, -4.756)  0.11
H (4.795, -1.255, -2.754)  0.11
H (4.121, -2.215, 0.855)  0.09
H (5.019, -4.503, 0.643)  0.11
H (4.439, -5.891, -1.310)  0.11
H (2.959, -4.994, -3.078)  0.11
H (2.034, -2.709, -2.863)  0.12
H (5.555, 0.915, -0.446)  0.12
H (6.416, 3.187, 0.058)  0.11
H (5.001, 4.806, 1.268)  0.11
H (2.715, 4.163, 1.972)  0.12
H (1.859, 1.915, 1.455)  0.09
C (2.932, -1.321, 4.733)  -0.13
C (1.646, -0.970, 3.999)  -0.46
S (1.548, -1.835, 2.396)  0.97
O (3.236, -0.025, 0.241)  -0.27
C (0.234, -3.067, 2.692)  -0.46
C (-0.106, -3.784, 1.396)  -0.14
H (3.002, -0.706, 5.629)  0.09
H (3.803, -1.118, 4.112)  0.07
H (2.950, -2.369, 5.034)  0.08
H (1.606, 0.093, 3.777)  0.06
H (0.756, -1.239, 4.565)  0.09
H (-0.621, -2.535, 3.111)  0.08
H (0.625, -3.763, 3.434)  0.09
H (-0.491, -3.094, 0.649)  0.04
H (-0.866, -4.541, 1.585)  0.09
H (0.776, -4.277, 0.984)  0.08

Values from the calculation:
orbital gap (spin up / spin down) = 8.33 / 4.85 eV
net charge = +1
2S+1 = 5
HOMO energy (spin up / spin down) = -11.04 / -11.90 eV
expectation value of S² = 6.022